A | ORCA calculation (ωB97M-V/def2-TZVPD) on a single C2H8N4S molecule.

SMILES string: CNNC(=S)NN
HOMO: -8.3360 eV

```
! wB97M-V def2-TZVPD RIJCOSX def2/J DEFGRID3
* xyz 0 1
H 1.2289 1.8909 0.4833
H -2.7998 -1.3928 -1.0000
N -0.2693 -0.9250 -0.1315
C -2.6871 -0.5939 -0.2692
N -1.4956 -0.8827 0.5430
H -1.4263 -0.2341 1.3348
H -3.5294 -0.5644 0.3873
H -2.6298 0.3499 -0.8253
N -0.6390 1.9831 -0.2614
H -0.7842 1.6159 -1.2118
H -1.4729 1.8916 0.2891
N 0.4063 1.2777 0.3971
C 0.7399 -0.0409 0.0938
S 2.3146 -0.5031 -0.1194
H 0.0462 -1.8703 -0.3249
*
```

B | ORCA calculation (ωB97M-V/def2-TZVPD) on a single C2H8N4S molecule.

SMILES string: N/N=C(/CS)NN
HOMO: -8.4368 eV

```
! wB97M-V def2-TZVPD RIJCOSX def2/J DEFGRID3
* xyz 0 1
N -1.2611 -0.8685 1.5390
C 0.4665 1.3273 0.5793
H 1.4451 -1.7077 -2.3694
C 0.5182 -0.0169 0.0165
S -1.0424 2.2242 -0.0763
H 1.3169 1.9501 0.2323
N -0.5325 -0.8194 0.3510
H 0.2689 1.4378 1.6021
N 1.2094 -0.4153 -0.9614
H -0.3388 2.8925 -1.4276
H -0.4753 -0.8212 2.2651
H -1.9207 -0.1165 1.5617
H -0.0743 -1.5877 -1.8242
H -0.4368 -1.7852 0.0054
N 0.8569 -1.6936 -1.4934
*
```

It is B that is the least stable of them.

A | ORCA calculation (ωB97M-V/def2-TZVPD) on a single C2H8N4S molecule.

SMILES string: CNNC(=S)NN
HOMO: -8.5452 eV

```
! wB97M-V def2-TZVPD RIJCOSX def2/J DEFGRID3
* xyz 0 1
C -2.2518 0.2623 0.2463
H 2.6840 -1.6234 0.3549
H -2.7296 1.1833 -0.1261
N 2.0218 -1.6291 -0.4663
N -1.0337 0.6176 0.9570
H -2.0650 -0.3797 -0.5907
S 2.3120 1.4003 -0.9176
N -0.0659 1.2032 0.1589
H -2.8930 -0.2917 0.9584
H -0.5444 -0.1983 1.4186
N 0.8554 -0.8416 -0.2445
C 0.9871 0.5091 -0.3482
H 0.0044 -1.2709 -0.5990
H 2.6052 -1.1609 -1.1821
H 0.1136 2.2200 0.3805
*
```

B | ORCA calculation (ωB97M-V/def2-TZVPD) on a single C2H8N4S molecule.

SMILES string: CN/C(=N\N)NS
HOMO: -7.9622 eV

```
! wB97M-V def2-TZVPD RIJCOSX def2/J DEFGRID3
* xyz 0 1
C 0.1636 -0.6509 0.2094
H -1.1269 1.6033 -0.8704
N -0.7613 -1.4832 -0.1025
H 2.7006 0.2534 -1.2620
H -0.3825 2.6564 0.2625
H 1.2201 -2.3363 -0.1851
H 0.4469 0.8611 1.8419
H -2.5132 -2.0891 -0.1008
H -2.4718 -0.4834 0.5713
N 1.3862 -1.3531 0.1874
S 2.9230 -0.4764 0.0187
H 0.7338 2.0099 -0.8715
N -2.1433 -1.0382 -0.1545
N -0.0301 0.6322 0.7289
C -0.1450 1.8944 -0.2734
*
```

It is B that is the least stable of them.

A | ORCA calculation (ωB97M-V/def2-TZVPD) on a single C3H3N3 molecule.

SMILES string: N#CC(N)C#N
HOMO: -11.2817 eV

```
! wB97M-V def2-TZVPD RIJCOSX def2/J DEFGRID3
* xyz 0 1
C 0.2113 -1.3450 -0.3837
N 0.4953 0.7153 0.9713
H 1.4071 0.8655 0.5518
H -1.2813 -0.2986 0.6402
N -1.0306 1.4483 -1.9600
C -0.3614 -0.0565 0.0946
N 0.6857 -2.3479 -0.7079
H 0.6198 0.2447 1.8600
C -0.7459 0.7743 -1.0663
*
```

B | ORCA calculation (ωB97M-V/def2-TZVPD) on a single C3H3N3 molecule.

SMILES string: N#CC(N)C#N
HOMO: -11.1596 eV

```
! wB97M-V def2-TZVPD RIJCOSX def2/J DEFGRID3
* xyz 0 1
H -0.2782 1.3726 -0.1074
H 1.4380 -0.9604 -0.6143
C -0.5481 -0.1083 1.3299
H 1.8936 0.2847 0.3768
C -1.0454 -0.1837 -1.0788
N -1.8031 -0.3676 -1.9307
C -0.1150 0.2907 -0.0383
N -0.8076 -0.3357 2.4339
N 1.2658 0.0077 -0.3710
*
```

It is B that is the least stable of them.

A | ORCA calculation (ωB97M-V/def2-TZVPD) on a single C8H15N molecule.

SMILES string: [H]/N=C\CCC(C)=C(C)C
HOMO: -7.9683 eV

```
! wB97M-V def2-TZVPD RIJCOSX def2/J DEFGRID3
* xyz 0 1
C -0.4510 0.3951 -0.7642
H 0.6931 -2.4044 0.9536
H 2.7376 -0.2003 0.2405
C -1.6566 -0.8482 0.8024
H -1.4941 -0.7144 -2.3222
H -1.6336 -1.7423 0.1748
C 0.9965 1.7753 0.7587
H 1.6146 1.5482 1.6292
C 0.7481 0.5294 -0.0642
H -0.3575 -0.1485 2.4819
C 2.0307 -0.0778 -0.5874
N 0.3896 -1.9615 1.8249
H 0.2236 -1.0444 -2.2267
H -1.8277 1.3309 0.6519
H -2.4551 -0.9468 1.5376
C -1.7538 0.4552 0.0041
H 0.0778 2.2446 1.1195
H 1.8572 -1.0871 -0.9743
C -0.5313 -0.2483 -2.1073
H -0.3801 0.5250 -2.8706
H 1.5340 2.5168 0.1555
H -2.6094 0.4278 -0.6768
H 2.4895 0.5168 -1.3775
C -0.2418 -0.8411 1.6365
*
```

B | ORCA calculation (ωB97M-V/def2-TZVPD) on a single C8H15N molecule.

SMILES string: C[C@H]1[C@@H]2N(C)CC[C@]21C
HOMO: -7.5293 eV

```
! wB97M-V def2-TZVPD RIJCOSX def2/J DEFGRID3
* xyz 0 1
H -2.7264 1.0514 -1.1224
H -0.2245 2.7877 -0.0520
H 1.8387 -2.3842 -1.0977
H -0.5954 0.7120 -1.3486
H -3.6641 -0.0004 -0.1410
H -0.8024 0.1968 2.6129
H 0.7782 1.7162 1.5816
H -0.5064 -1.5973 1.5708
H 1.1303 -0.5879 1.6794
C -2.8258 -0.1595 -0.7921
C -0.0949 -0.5067 1.7225
C 0.3235 1.6840 0.3323
C -0.2012 -0.2680 -0.8556
C 1.6919 1.1332 -0.5838
H 1.6964 -1.7549 0.6694
H 2.7848 0.9213 -0.0244
N 1.2372 -0.2780 -0.9062
H 1.8810 1.9528 -1.4420
C -0.6530 0.3564 0.4841
H 2.9970 -0.8971 -0.5477
C 2.0156 -1.4287 -0.3665
H -3.1745 -0.7751 -1.7308
H -1.3714 -1.3177 0.5559
C -1.5346 -0.5563 -0.1980
*
```

C | ORCA calculation (ωB97M-V/def2-TZVPD) on 2 unconnected molecules or ions with the total composition C8H15N.

SMILES string: C=CC(C)(N)C=C.C=C
HOMO: -9.3159 eV

```
! wB97M-V def2-TZVPD RIJCOSX def2/J DEFGRID3
* xyz 0 1
C 0.2931 0.6002 1.0327
H -0.9492 -0.1809 -1.8810
H 2.3994 -2.4857 -0.5223
C 0.9538 -0.0733 1.9600
H 0.5868 1.6098 0.7816
H 0.6866 -1.0804 2.2435
H -0.1615 -1.7535 -0.1313
C -0.9312 0.0875 0.2866
H 2.0124 0.2941 -1.7492
H -2.1968 1.6994 1.0213
H -3.0659 0.2374 0.5242
H -0.9274 2.1603 -2.5334
C 2.0322 -1.7264 -1.1943
H -1.1886 -1.7477 1.1490
H 1.3875 -2.0697 -1.9895
H 3.0293 -0.1206 -0.2872
C -0.9217 1.8699 -1.4968
N -1.0302 -1.3646 0.2239
H -2.1726 0.2644 2.0552
C -2.1744 0.6122 1.0242
C 2.3739 -0.4605 -1.0716
H 1.7979 0.3499 2.4733
H -0.9071 2.6776 -0.7831
C -0.9262 0.6006 -1.1357
*
```

D | ORCA calculation (ωB97M-V/def2-TZVPD) on a single C8H15N molecule.

SMILES string: [H]/N=C1/[C@@H](C)[C@@]1(C)C(C)C
HOMO: -8.1073 eV

```
! wB97M-V def2-TZVPD RIJCOSX def2/J DEFGRID3
* xyz 0 1
H 0.5232 0.0967 -2.9120
C 0.0526 -0.7083 -0.9737
C 0.2142 -0.4776 0.6151
H -0.6084 2.8466 1.5271
H 3.1075 0.4995 0.3002
H -1.9257 1.9686 0.7569
H 1.7686 0.3984 -1.7340
H -0.5713 0.5360 2.3642
C -0.2460 0.7509 1.3498
H -1.9450 0.0902 -1.1055
C 1.2903 0.4486 0.9715
C 0.6889 0.3483 -1.8644
C -0.8404 2.0358 0.8328
H 0.5540 -1.6630 -1.1721
C -1.4346 -0.8532 -1.2850
H 0.4329 -1.6248 2.4382
H 0.2492 1.3287 -1.6979
H 0.8438 -2.5140 0.9770
H -0.4243 2.3314 -0.1263
H -1.8978 -1.6236 -0.6727
N 2.4425 0.8886 0.9724
H -0.8565 -2.1812 1.3678
H -1.5738 -1.1426 -2.3263
C 0.1561 -1.7800 1.3968
*
```

It is B that is the least stable of them.

A | ORCA calculation (ωB97M-V/def2-TZVPD) on a gas-phase ion, C3H7IN (charge +1).

SMILES string: [NH3+]C/C=C/I
HOMO: -12.9203 eV

```
! wB97M-V def2-TZVPD RIJCOSX def2/J DEFGRID3
* xyz 1 1
H -0.6445 -1.3620 0.5789
H -0.6233 1.3531 -2.5348
H 1.2620 -0.1353 1.4094
C -1.1880 0.2970 -0.5784
H -0.0478 0.7554 0.9849
I -2.9702 2.3669 -2.0653
H 1.3932 0.6403 -0.0312
H -2.0083 0.4568 0.1515
N 0.7099 0.2756 0.6487
H 0.2890 -1.2081 -0.9310
C -1.2413 1.0439 -1.6618
C -0.2118 -0.6603 -0.1122
*
```

B | ORCA calculation (ωB97M-V/def2-TZVPD) on 2 unconnected molecules or ions with the total composition C3H7IN.

HOMO: -12.6750 eV

```
! wB97M-V def2-TZVPD RIJCOSX def2/J DEFGRID3
* xyz 1 1
H 2.4685 0.3838 1.0722
C 0.0408 -0.9115 -0.9337
H 3.1095 -1.0022 0.0955
H -0.5522 -1.7667 -0.5794
N 2.3168 -0.3491 0.2847
H -0.7541 0.3734 0.8875
H -0.1577 -0.9356 -2.0040
C -0.0819 0.3631 -0.0008
H -0.0786 1.3471 -0.3933
C 1.1443 -0.3409 -0.2400
I -4.4505 -0.0071 0.1418
H -5.3985 1.2943 0.1199
*
```

It is B that is the least stable of them.